Here is C16H22AgAsBClF3N5S as an isolated structure from OMol25. Energies are from the ωB97M-V functional and the def2-TZVPD basis.

Geometry as XYZ:
```
51
Properties=species:S:1:pos:R:3:forces:R:3:lowdin_charge:R:1
Ag -0.834 -0.113 0.517 -0.38 -0.36 0.11 0.6057
F 1.950 2.001 6.185 -0.01 0.12 0.02 0.0666
C 1.492 2.639 5.057 0.17 -0.08 -0.20 -0.5947
F 2.284 3.750 4.953 -0.04 0.04 0.06 0.0880
F 0.279 3.072 5.365 -0.19 0.00 0.09 0.1012
C 1.628 1.753 3.855 -0.13 -0.05 -0.06 -0.1586
C 2.719 0.899 3.900 -0.06 0.00 0.06 -0.0561
C 3.002 0.063 2.841 0.09 -0.05 -0.08 -0.0979
C 2.149 0.135 1.751 -0.17 0.07 -0.09 -0.2097
N 1.106 0.945 1.659 0.11 0.31 0.50 -0.0323
C 0.786 1.801 2.694 0.37 -0.10 -0.15 -0.7700
S -0.539 2.861 2.483 0.15 -0.07 0.07 0.4689
H 3.344 0.887 4.784 0.01 -0.01 0.00 0.1073
H 3.832 -0.631 2.859 -0.04 0.03 -0.01 0.0843
H 2.312 -0.503 0.888 -0.04 -0.03 -0.02 0.0537
B -2.128 -0.175 -3.336 0.02 -0.03 0.02 -0.4645
N -1.722 1.142 -2.573 0.12 -0.07 0.07 -0.0999
C -1.881 2.350 -3.148 -0.02 -0.11 0.12 -0.1602
C -1.430 3.322 -2.275 0.00 -0.05 0.03 -0.0975
C -0.990 2.596 -1.157 -0.01 0.05 -0.09 -0.1964
N -1.165 1.290 -1.347 -0.30 0.17 -0.14 -0.0244
N -1.730 -1.509 -2.625 -0.07 0.10 -0.02 -0.1052
C -2.188 -2.713 -3.024 0.06 0.09 0.11 -0.1423
C -1.548 -3.686 -2.280 0.05 0.06 0.06 -0.0999
C -0.699 -2.956 -1.428 -0.05 -0.07 -0.02 -0.2053
N -0.813 -1.651 -1.650 -0.14 -0.19 -0.32 -0.0281
H -1.578 -0.138 -4.435 -0.02 0.05 0.09 0.0526
H -3.343 -0.185 -3.485 0.10 -0.01 0.00 0.0535
H -2.301 2.426 -4.141 0.03 -0.02 0.06 0.1057
H -1.423 4.391 -2.423 0.02 -0.07 0.02 0.0719
H -0.576 2.942 -0.218 -0.04 -0.06 -0.06 0.0217
H -2.936 -2.787 -3.800 0.05 0.03 0.06 0.1004
H -1.693 -4.754 -2.326 0.01 0.03 0.01 0.0666
H -0.047 -3.306 -0.639 -0.06 0.04 -0.04 0.0610
C 3.889 0.071 -2.179 0.07 0.04 -0.03 -0.3727
As 1.909 -0.038 -2.078 0.19 -0.02 0.01 1.0767
C 1.573 1.494 -3.258 -0.10 0.03 -0.01 -0.3375
C 1.737 -1.398 -3.486 -0.10 -0.05 -0.06 -0.3472
H 4.241 0.162 -3.210 -0.01 0.00 0.00 0.0004
H 4.323 -0.826 -1.733 -0.01 0.01 -0.01 0.0016
H 4.232 0.934 -1.605 -0.01 -0.02 -0.01 0.0046
H 2.214 1.457 -4.142 0.02 -0.03 0.00 0.0125
H 1.747 2.421 -2.711 0.01 0.00 0.00 0.0165
H 0.524 1.477 -3.562 0.14 0.00 0.02 -0.0038
H 2.376 -1.164 -4.342 0.01 0.02 0.01 0.0097
H 0.693 -1.437 -3.803 0.09 0.00 0.01 0.0001
H 2.002 -2.376 -3.084 0.00 0.00 0.00 0.0110
Cl 0.072 -2.879 2.238 -0.10 0.04 0.05 0.1967
C -1.284 -1.580 2.137 0.21 0.29 -0.21 -0.6712
H -1.235 -1.110 3.120 0.07 -0.01 0.06 -0.0778
H -2.191 -2.184 2.125 -0.03 -0.06 -0.12 -0.0858
```
Forces are in eV/Å.

Output
Gap between HOMO and LUMO ... 6.1 eV
Relative energy (zero: lowest compared OMol25 entry of this formula, charge and spin) ... 114.9 kJ/mol
LUMO level ... 0.182 hartree
Net charge ... -2
DFT total energy ... -4462.29480 Ha